--- 1 ---
{
  "formula": "C23H27N5O4S",
  "method": "wB97M-V/def2-TZVPD",
  "elements": ["S", "O", "O", "O", "O", "N", "N", "N", "N", "N", "C", "C", "C", "C", "C", "C", "C", "C", "C", "C", "C", "C", "C", "C", "C", "C", "C", "C", "C", "C", "C", "C", "C", "H", "H", "H", "H", "H", "H", "H", "H", "H", "H", "H", "H", "H", "H", "H", "H", "H", "H", "H", "H", "H", "H", "H", "H", "H", "H", "H"],
  "positions_angstrom": [[-0.71661, -1.88848, 3.17699], [-1.19534, 4.31180, 0.05316], [2.92820, -2.29670, -0.35049], [-2.89977, -0.40474, 1.04155], [-0.89923, -3.24959, 0.36501], [-0.14371, 3.18369, -1.59201], [2.08369, 1.30152, -1.11903], [1.11502, 0.26118, 0.53797], [0.24866, -1.60041, -0.69443], [1.48492, 0.20828, -1.63690], [-2.04456, 0.44854, -2.91921], [-0.30268, -2.19122, 0.42694], [-3.61775, -1.56615, 1.40031], [-2.56764, -0.78947, -2.59967], [0.57286, -0.21891, 1.70644], [-1.83060, 1.38987, -1.91991], [-0.11269, -1.41716, 1.63633], [2.80545, -2.71144, -1.69857], [-2.64243, -0.18914, -0.28040], [-0.06533, -0.47321, 3.88954], [1.53292, 3.54317, 1.35095], [-1.36054, 2.78115, -2.26429], [1.20109, 4.32453, 0.07097], [4.12649, -1.61106, -0.10069], [0.92183, -0.42316, -0.64442], [1.44496, -3.37158, -1.90108], [-2.87867, -1.11518, -1.29062], [-0.16628, 3.93675, -0.47509], [-2.11413, 1.05991, -0.60521], [0.59272, 0.32756, 3.00757], [0.29701, -2.35985, -1.93032], [1.88337, 1.34086, 0.16553], [2.46543, 2.35646, 1.07532], [0.42269, -1.64469, -2.74343], [2.03544, 4.20012, 2.06340], [2.90782, -1.84179, -2.36421], [1.45054, -3.91724, -2.84452], [1.14526, 5.38869, 0.30512], [-1.96782, 1.78274, 0.18290], [-0.65390, -2.88675, -2.02753], [1.04772, 1.26059, 3.27970], [2.74977, 1.87734, 2.01462], [4.12774, -1.35487, 0.95777], [1.27526, -4.07786, -1.08699], [-3.79251, -1.48280, 2.47187], [3.37313, 2.72992, 0.59678], [1.97435, 4.16706, -0.68006], [0.72500, 2.76751, -1.90079], [-2.74767, -1.51451, -3.37996], [4.99730, -2.23996, -0.32278], [-1.81888, 0.69252, -3.94630], [-1.20553, 2.86477, -3.34328], [-0.20570, -0.29831, 4.93778], [-2.12881, 3.49738, -1.95229], [0.60279, 3.20478, 1.81309], [4.19196, -0.69536, -0.70195], [-3.29033, -2.08617, -1.06778], [-4.57850, -1.61253, 0.87906], [-3.04500, -2.47594, 1.19603], [3.60926, -3.42719, -1.93181]],
  "smiles": "COCCCn1c(=O)c2sccc2n2c(CCCC(=O)NCc3cccc(OC)c3)nnc12",
  "total_charge": 0
}

--- 2 ---
{
  "formula": "C23H27N5O4S",
  "method": "wB97M-V/def2-TZVPD",
  "elements": ["S", "O", "O", "O", "O", "N", "N", "N", "N", "N", "C", "C", "C", "C", "C", "C", "C", "C", "C", "C", "C", "C", "C", "C", "C", "C", "C", "C", "C", "C", "C", "C", "C", "H", "H", "H", "H", "H", "H", "H", "H", "H", "H", "H", "H", "H", "H", "H", "H", "H", "H", "H", "H", "H", "H", "H", "H", "H", "H", "H"],
  "positions_angstrom": [[-1.42691, 1.78164, -2.65423], [-3.17554, -1.94474, -0.39587], [0.24450, 2.29141, 2.29162], [-2.69372, 1.73313, 0.21099], [4.83899, -0.17517, 0.40292], [2.76309, -0.48913, 1.22839], [-0.28950, -2.06607, 1.37852], [0.01184, -1.17562, -0.62084], [0.59840, -2.81780, 0.69781], [-1.53951, -0.10760, 0.86631], [1.92213, 1.76566, 0.72030], [-0.82311, 3.11379, 2.70818], [2.59486, 0.86132, 1.72845], [0.76845, 2.49386, 1.04694], [3.86854, -0.88737, 0.56421], [2.47941, 1.91581, -0.53994], [1.92656, 2.77508, -1.47349], [-0.64827, -1.09289, 0.58859], [-2.33330, -0.24991, 2.07577], [-4.11945, -1.37739, -1.27185], [-1.87736, 0.86831, -0.05007], [-0.27849, 0.90661, -3.57657], [3.09157, -2.16977, -1.43051], [-3.71402, -0.82770, 1.75218], [0.22950, 3.37468, 0.11492], [0.80826, 3.51270, -1.13497], [1.72758, -2.87523, -1.47707], [0.27558, -0.13977, -2.90635], [-0.24726, -0.24727, -1.59996], [3.76138, -2.27737, -0.04486], [0.78161, -2.31327, -0.48571], [-1.17130, 0.73992, -1.30816], [-3.62892, -2.12144, 0.93236], [-4.61464, -2.60886, 0.92007], [0.37644, 4.20590, -1.84162], [-0.65024, 3.95170, 0.34835], [-1.77862, -0.91341, 2.73913], [1.86207, -3.92842, -1.22626], [-2.90222, -2.79865, 1.38908], [3.18228, -2.93551, 0.60289], [2.01774, 0.83487, 2.65259], [-1.70672, 2.98394, 2.07601], [-0.53131, 4.16858, 2.71229], [-3.69057, -1.44704, -2.27065], [2.37854, 2.88137, -2.44801], [-2.44326, 0.73644, 2.52923], [2.02834, -1.15314, 1.40781], [-4.29402, -0.08165, 1.20683], [-4.31914, -0.32473, -1.04376], [1.01866, -0.78935, -3.32754], [1.30352, -2.81116, -2.48063], [3.59869, 1.25115, 1.93038], [-4.22890, -1.04127, 2.68880], [-0.06722, 1.21340, -4.58165], [2.96636, -1.11632, -1.69510], [4.77076, -2.67442, -0.14562], [-1.05107, 2.80044, 3.72619], [3.73262, -2.62121, -2.18861], [-5.06446, -1.93233, -1.24385], [3.38075, 1.37124, -0.77438]],
  "smiles": "COCCCn1c(=O)c2sccc2n2c(CCCC(=O)NCc3ccccc3OC)nnc12",
  "total_charge": 0
}

Which structure is most stable, and how do the rest compare? From most to least stable: 1, 2.

--- 1 ---
{
  "formula": "C5H11ClN2",
  "method": "wB97M-V/def2-TZVPD",
  "elements": ["Cl", "N", "N", "C", "C", "C", "C", "C", "H", "H", "H", "H", "H", "H", "H", "H", "H", "H", "H"],
  "positions_angstrom": [[-2.29354, 0.58502, 1.04140], [0.83877, -1.94718, 0.46826], [2.06948, 0.58775, -0.29585], [0.72834, 0.20771, -0.83318], [-0.00418, 1.44051, -1.27692], [1.95593, -0.20604, -1.50909], [0.00000, -0.87340, -0.06521], [-0.63713, -0.22167, 1.18603], [2.22500, 0.22082, -2.45159], [2.29418, -1.22787, -1.33175], [-0.28636, 2.08589, -0.43970], [-0.64855, -0.89045, 2.04001], [-0.90930, 1.26098, -1.85992], [0.27082, -2.59442, 1.02319], [1.26080, -2.57334, -0.21064], [2.30802, -0.11891, 0.39811], [-0.80551, -1.26652, -0.71172], [-0.04700, 0.63525, 1.54733], [0.71254, 1.95663, -1.92380]],
  "smiles": "C[C@@]1([C@@H](N)CCl)CN1",
  "total_charge": 0
}

--- 2 ---
{
  "formula": "C5H11ClN2",
  "method": "wB97M-V/def2-TZVPD",
  "elements": ["Cl", "N", "N", "C", "C", "C", "C", "C", "H", "H", "H", "H", "H", "H", "H", "H", "H", "H", "H"],
  "positions_angstrom": [[0.64871, 0.31997, -1.68841], [-2.17354, 0.61458, 1.11494], [1.80469, -1.45625, 0.29424], [0.06534, 0.53912, -0.08007], [0.66284, -0.68303, 0.70386], [0.39021, 1.84789, 0.57740], [-1.34635, -0.00762, 0.19722], [-0.80257, -1.41917, 0.40036], [0.88703, -0.57566, 1.74915], [-0.79378, -2.04391, -0.54447], [-0.59867, 2.68203, 0.54524], [1.51032, -1.86071, -0.55644], [-1.33706, -2.03307, 0.97092], [-1.96861, 0.29124, -0.78729], [-2.68237, -0.90823, 1.62113], [1.46974, 2.14751, 0.12138], [0.35540, 1.68163, 1.83458], [-1.07190, 1.63277, 2.07808], [1.96707, -2.22442, 1.01382]],
  "total_charge": 0
}

Which structure is most stable, and how do the rest compare? From most to least stable: 1, 2.

--- 1 ---
{
  "formula": "C2H6N2",
  "method": "wB97M-V/def2-TZVPD",
  "elements": ["N", "N", "C", "C", "H", "H", "H", "H", "H", "H"],
  "positions_angstrom": [[0.21831, 0.14303, -0.33718], [-0.00317, 0.25142, 0.95256], [-0.70373, 0.45712, -1.36261], [0.53906, -0.48382, 1.80491], [-0.81416, -0.42531, -1.90910], [-0.21959, 1.23874, -2.02118], [0.34597, -0.47662, 2.90445], [-1.60945, 0.98573, -1.01886], [1.31821, -1.22128, 1.60472], [0.92855, -0.46900, -0.61772]],
  "smiles": "C=NNC",
  "total_charge": 0
}

--- 2 ---
{
  "formula": "C2H6N2",
  "method": "wB97M-V/def2-TZVPD",
  "elements": ["N", "N", "C", "C", "H", "H", "H", "H", "H", "H"],
  "positions_angstrom": [[1.36928, -0.07191, -0.61185], [1.06486, -0.57370, 0.68962], [0.21812, 0.49500, 0.16618], [-1.16053, 0.06572, -0.20153], [1.83562, -0.26936, 1.42003], [-1.11827, -1.06379, -0.35857], [0.94526, -0.82088, -1.19041], [-1.99667, 0.20784, 0.61607], [-1.43485, 0.58126, -1.08725], [0.27717, 1.44982, 0.55771]],
  "smiles": "CC1NN1",
  "total_charge": 0
}

Which structure is most stable, and how do the rest compare? From most to least stable: 1, 2.